The following is a quantum chemistry calculation of 4 unconnected molecules or ions with the total composition C2H14N2O3 at a distorted geometry, from OMol25.

The geometry in XYZ format:
```
21
Properties=species:S:1:pos:R:3:forces:R:3:lowdin_charge:R:1
C 2.0126 1.6358 -0.3108 0.49 0.13 0.50 -0.146
N 1.2000 0.7038 -1.0521 0.19 -0.78 -0.91 -0.131
C -0.1103 1.1461 -1.4159 -0.36 1.16 -0.42 -0.334
N -0.1113 2.4817 -2.0951 -0.38 -0.29 0.41 -0.002
H 1.6558 1.7597 0.7167 -0.28 0.09 -0.17 0.080
H 3.0235 1.2365 -0.1905 -0.12 -0.11 -0.17 0.078
H 2.1235 2.6106 -0.7916 -0.09 0.15 0.05 0.066
H 1.6830 0.4642 -1.9141 0.06 0.04 0.19 0.107
H -0.7237 1.1743 -0.5190 -0.20 -0.09 0.29 0.102
H -0.5843 0.4874 -2.1463 0.25 -0.37 0.24 0.110
H 0.0094 3.1769 -1.3752 0.42 0.35 0.22 0.041
H -1.0623 2.6902 -2.3895 0.00 -0.27 -0.34 0.058
O 0.0182 -2.3593 -0.0533 -0.15 -0.07 -0.01 -0.065
H 0.6235 -3.1061 -0.0357 -0.01 -0.01 0.04 0.033
H 0.0945 -2.0002 -0.9419 0.15 0.11 0.05 0.013
O -3.8214 -0.6656 -0.4135 0.02 0.16 -0.01 -0.059
H -4.0045 0.0236 0.2353 0.05 -0.11 -0.07 0.034
H -2.8633 -0.6651 -0.5164 -0.05 -0.07 0.11 0.015
O 1.1367 -2.3327 4.5613 0.07 0.41 0.27 -0.066
H 1.2355 -1.3909 4.3643 -0.04 -0.25 -0.16 0.034
H 1.1457 -2.3475 5.5263 -0.02 -0.17 -0.12 0.031
```
Positions in Å, forces in eV/Å.

The LUMO energy comes out at 0.64 eV. The structure (SMILES) is CNCN.O.O.O. For the largest force on an atom, the calculation gives 1.28 eV/A. The HOMO energy comes out at -9.2 eV. The energy above the lowest of the compared OMol25 structures with the same formula, charge and spin is 128.5 kJ/mol. As for the HOMO-LUMO gap: 9.86 eV.